Entry 1:
17
Properties=species:S:1:pos:R:3:forces:R:3:nbo_charge:R:1 method="wB97M-V/def2-TZVPD" gap_ev=7.5 homo_energy_ev=-14.4811 multiplicity=1 e_lumo_ev=-6.9692 total_charge=+1
C 0.1990 -1.4908 1.2990 0.1 1.3 -0.7 -0.623
C -0.1338 0.0613 1.2573 0.7 -2.2 4.4 -0.347
C -1.2263 -0.0385 -0.3244 -0.1 0.5 0.3 0.288
N -0.2021 0.8103 0.0532 -2.6 -1.3 -2.9 -0.376
H 0.8512 -1.6182 2.1490 0.1 -0.4 0.1 0.251
H -0.6771 -2.0830 1.3982 -0.6 -0.7 0.1 0.224
H 0.7312 -1.7377 0.3847 0.2 -0.4 0.1 0.217
H 0.7624 0.3846 1.8166 -0.3 0.9 -0.5 0.325
H -0.9456 0.3049 1.9540 0.0 0.2 -0.2 0.275
H -1.1634 -1.0451 -0.8700 0.4 1.7 0.2 0.248
H -2.2387 0.2819 -0.0449 0.3 -0.4 0.5 0.238
C 0.8643 0.7224 -0.8943 2.5 0.3 -1.3 -0.098
N 0.4558 1.3827 -2.0988 -0.5 -0.2 -0.3 -0.777
H 1.2119 -0.2956 -1.1758 -0.6 0.2 0.4 0.205
H 1.7602 1.2004 -0.4774 -0.3 0.1 0.1 0.229
H 0.0647 2.2970 -1.9041 0.3 0.3 0.0 0.376
H -0.3138 0.8635 -2.5222 0.4 0.0 -0.3 0.346

Entry 2:
46
Properties=species:S:1:pos:R:3:forces:R:3:nbo_charge:R:1 method="wB97M-V/def2-TZVPD" gap_ev=10.0 homo_energy_ev=-9.3882 smiles="CCCN[C@]1(CCCCCCCOC)COC(=O)O1" multiplicity=1 e_lumo_ev=0.6332
C -1.7637 -3.1662 -1.8689 0.5 0.2 0.5 -0.611
C -0.6260 -2.5820 -1.0096 -0.2 -0.3 0.1 -0.406
C -0.9304 -1.2258 -0.3997 -0.1 0.2 -0.5 -0.237
N -1.4309 -0.2760 -1.3890 0.4 0.5 0.4 -0.640
C -1.4133 1.1286 -1.0300 -1.5 -1.3 -1.0 0.384
C -1.4495 1.4903 0.4545 0.7 0.6 0.3 -0.458
C -0.0839 1.8246 1.1036 -0.3 -0.1 0.0 -0.426
C 0.0272 1.3518 2.5585 -0.2 -0.1 -0.3 -0.400
C 0.3974 -0.1099 2.7956 0.2 0.1 0.4 -0.406
C 1.8926 -0.4248 2.8326 -0.1 0.0 -0.4 -0.385
C 2.6998 0.0613 1.6346 0.4 -0.5 0.2 -0.434
C 2.4924 -0.7800 0.3784 0.2 0.2 0.0 -0.055
O 1.9870 0.0416 -0.6483 0.1 -0.1 0.0 -0.562
C 1.9658 -0.5506 -1.9352 -0.2 0.4 -0.1 -0.256
C -2.5591 1.8242 -1.7703 1.2 0.3 -0.4 -0.099
O -2.0522 3.1744 -1.8516 0.0 0.2 0.4 -0.501
C -0.6947 3.0939 -1.7915 1.4 1.4 -0.3 0.968
O 0.0598 4.0529 -1.7939 -1.7 -2.3 -0.2 -0.571
O -0.3392 1.7686 -1.7471 0.6 1.3 0.8 -0.511
H -1.9234 -4.2026 -1.5974 -0.1 -0.2 -0.1 0.214
H -1.5315 -3.1085 -2.9238 -0.1 0.1 -0.2 0.215
H -2.6864 -2.6311 -1.6677 -0.3 0.0 -0.1 0.189
H 0.3121 -2.5411 -1.5543 -0.1 0.0 -0.2 0.208
H -0.4486 -3.2641 -0.1796 0.1 0.0 0.2 0.202
H -1.6428 -1.3479 0.4199 0.0 -0.1 0.2 0.166
H -0.0036 -0.8057 -0.0279 -0.1 0.1 0.3 0.231
H -2.3394 -0.5343 -1.7376 -0.1 -0.1 -0.1 0.366
H -1.9740 0.7430 1.0398 -0.1 -0.4 -0.1 0.220
H -2.0511 2.3942 0.5177 -0.2 0.1 0.2 0.221
H 0.7014 1.4525 0.4561 0.2 -0.1 0.1 0.246
H 0.0196 2.9059 1.1163 0.1 0.2 -0.2 0.214
H 0.7197 1.9980 3.0932 0.2 0.0 0.1 0.206
H -0.9450 1.5204 3.0224 -0.1 0.1 0.1 0.198
H -0.0922 -0.7691 2.0864 -0.2 0.0 -0.2 0.196
H 0.0046 -0.3870 3.7732 -0.1 -0.1 0.1 0.206
H 1.9903 -1.5103 2.8695 0.1 -0.2 0.1 0.195
H 2.3598 -0.0584 3.7433 -0.1 0.2 0.2 0.203
H 3.7521 -0.0158 1.9010 0.2 0.1 0.1 0.208
H 2.5313 1.1083 1.4118 -0.1 0.1 -0.1 0.225
H 1.8277 -1.6264 0.5901 -0.2 0.0 0.0 0.151
H 3.4419 -1.2147 0.0574 0.1 -0.1 -0.1 0.170
H 2.4816 0.1154 -2.6205 0.2 0.0 -0.1 0.191
H 2.4357 -1.5302 -1.9461 0.1 -0.2 0.0 0.167
H 0.9332 -0.6247 -2.2689 0.0 -0.1 -0.1 0.197
H -3.5303 1.7737 -1.3030 -0.2 0.2 0.1 0.205
H -2.5215 1.4638 -2.7944 -0.6 -0.4 -0.1 0.194

Entry 3:
113
Properties=species:S:1:pos:R:3:forces:R:3:lowdin_spin:R:1 method="wB97M-V/def2-TZVPD" gap_ev="7.7 / 7.8" homo_energy_ev="-9.2156 / -9.2832" multiplicity=5 e_lumo_ev="-1.4783 / -1.5086" s_squared=6.05 total_charge=+1
Cr -0.8734 -0.0972 0.2582 0.1 -0.7 0.1 3.852
C 0.1957 -0.4035 4.8197 -0.1 -0.1 0.0 0.001
N -1.0470 -1.0807 4.4537 0.1 0.1 0.3 0.007
C -1.7860 -1.7133 5.5480 0.1 0.0 0.0 0.001
C -1.5308 -1.0518 3.2144 -0.1 -0.2 -0.2 0.009
C -2.8441 -1.7390 2.9745 0.0 -0.1 0.1 0.003
O -0.9253 -0.4768 2.2869 0.1 0.3 0.1 0.026
H 0.8625 -1.1081 5.3131 0.0 0.0 0.0 0.000
H -0.0133 0.4279 5.4958 0.0 0.0 0.0 0.000
H 0.6834 -0.0299 3.9343 0.1 0.0 -0.2 0.000
H -1.1451 -1.7207 6.4248 0.0 0.0 0.0 0.000
H -2.0479 -2.7424 5.3132 0.0 0.0 0.0 0.000
H -2.6946 -1.1641 5.7948 0.0 0.0 0.0 0.000
H -3.6091 -1.3653 3.6573 0.0 0.0 0.0 0.000
H -2.7436 -2.8143 3.1399 0.0 0.1 0.0 0.000
H -3.1586 -1.5714 1.9536 0.0 0.0 -0.1 0.001
C -1.0619 -2.2210 0.0009 0.0 -0.1 -0.4 -0.040
C -0.9261 -2.8040 -1.3693 0.1 0.1 0.2 0.002
C -2.0275 -2.9768 -2.2122 -0.1 -0.1 -0.1 -0.007
C -1.8866 -3.4413 -3.5119 0.0 0.0 0.0 0.002
C -0.6276 -3.7451 -4.0213 0.0 0.0 0.1 -0.008
C 0.4802 -3.5918 -3.1981 0.0 0.0 0.1 0.001
C 0.3261 -3.1382 -1.8905 0.0 0.1 -0.1 -0.006
H -0.3074 -2.6483 0.6686 0.0 0.0 0.1 0.004
H -2.0412 -2.4847 0.4108 -0.1 0.0 0.0 0.003
H -3.0191 -2.7354 -1.8363 0.1 0.0 0.0 0.000
H -2.7639 -3.5602 -4.1385 0.0 0.0 0.0 0.000
H -0.5175 -4.1067 -5.0366 0.0 0.0 0.1 0.000
H 1.4714 -3.8452 -3.5632 0.0 0.0 0.0 0.000
H 1.2016 -3.0303 -1.2612 0.0 0.0 0.0 0.000
N 1.5115 0.2076 -2.6383 -0.2 0.1 0.0 0.005
C 0.2613 0.0955 -3.1239 0.1 -0.4 0.1 0.011
S -1.1024 0.2573 -2.1431 -0.1 0.3 -0.1 0.016
N 0.1868 -0.1644 -4.4365 -0.3 0.1 -0.2 0.003
C -0.9506 -0.4277 -5.2634 0.2 0.0 0.1 0.000
C -0.7788 -1.3768 -6.2634 0.0 0.0 -0.1 0.000
C -1.8223 -1.6831 -7.1206 0.0 0.0 0.0 0.000
C -3.0473 -1.0445 -6.9792 0.0 0.0 0.1 0.000
C -3.2050 -0.0838 -5.9901 0.0 0.0 0.0 0.000
C -2.1592 0.2389 -5.1347 0.0 0.1 0.0 0.000
H 1.6189 0.2405 -1.6399 0.0 0.0 0.0 0.003
H 2.3008 -0.1390 -3.1608 0.0 0.0 0.0 0.000
H 1.0634 -0.3837 -4.8810 0.1 0.0 -0.1 0.000
H 0.1729 -1.8902 -6.3616 -0.1 0.0 0.0 0.000
H -1.6796 -2.4317 -7.8905 0.0 0.0 0.0 0.000
H -3.8682 -1.2859 -7.6421 0.0 0.0 0.0 0.000
H -4.1495 0.4372 -5.8867 0.0 0.0 0.0 0.000
H -2.2913 1.0025 -4.3824 0.0 0.0 0.0 0.000
C -2.8347 2.2779 3.3745 0.1 0.0 0.0 0.000
C -1.8404 2.9119 2.4024 0.0 -0.1 0.0 0.002
C -0.4123 2.8213 2.9467 0.0 0.1 0.1 0.002
P -1.8645 2.2712 0.6475 -0.1 0.3 0.2 0.022
C -3.6737 2.1359 0.2415 0.0 -0.2 -0.1 0.001
C -4.2368 0.7915 0.7340 0.0 0.1 -0.1 0.013
C -3.9784 2.2549 -1.2561 0.0 0.0 0.0 0.000
C -1.2656 3.8500 -0.1451 0.0 0.0 -0.1 0.004
C -0.6539 3.6845 -1.5362 0.0 0.0 0.0 0.000
C -2.2855 4.9951 -0.1295 0.0 0.0 0.0 0.000
H -2.7320 2.7584 4.3507 0.0 0.0 0.0 0.000
H -2.6432 1.2123 3.5114 0.0 0.0 0.0 0.000
H -3.8694 2.4071 3.0588 0.0 0.0 0.0 0.000
H -2.0975 3.9690 2.3217 -0.1 0.1 0.0 0.000
H -0.0474 1.7967 2.9073 0.0 -0.1 0.0 0.001
H -0.3889 3.1542 3.9889 0.0 0.0 -0.1 0.000
H 0.2880 3.4492 2.3920 0.0 0.0 0.0 0.000
H -4.1644 2.9585 0.7655 -0.1 0.0 0.0 0.000
H -3.6622 -0.0435 0.3192 0.0 0.0 -0.1 0.009
H -5.2640 0.6722 0.3796 0.0 0.0 0.0 0.001
H -4.2435 0.6910 1.8171 0.0 0.0 0.0 0.000
H -3.5490 1.4227 -1.8164 0.0 0.0 0.0 0.000
H -3.6212 3.1803 -1.7033 0.0 -0.1 0.0 0.000
H -5.0619 2.2167 -1.3952 0.0 0.0 0.0 0.000
H -0.4527 4.1295 0.5312 0.0 0.0 0.0 0.000
H -1.3851 3.3244 -2.2610 0.0 0.0 0.0 0.000
H 0.1825 2.9833 -1.5349 -0.1 0.0 0.0 0.000
H -0.2821 4.6522 -1.8867 0.0 0.0 0.0 0.000
H -2.9822 4.9209 -0.9635 0.0 0.0 0.0 0.000
H -1.7600 5.9473 -0.2336 0.0 0.0 0.0 0.000
H -2.8699 5.0471 0.7904 0.0 0.0 0.0 0.000
C 5.0417 -2.8764 -2.2721 0.0 0.0 0.0 0.001
C 4.9543 -1.4919 -2.3257 0.0 0.0 0.0 0.000
C 4.1667 -0.8033 -1.4096 0.1 0.0 0.0 0.001
C 3.4588 -1.4877 -0.4240 0.0 -0.1 0.0 0.003
C 3.5521 -2.8777 -0.3817 0.1 0.0 0.0 0.001
C 4.3407 -3.5674 -1.2926 0.0 0.0 0.0 0.000
As 2.2137 -0.5709 0.7920 0.3 0.3 -0.1 0.023
C 3.0360 1.2005 0.7551 0.1 0.0 0.0 0.001
C 4.4061 1.4204 0.9287 -0.1 0.0 0.0 0.000
C 4.9280 2.7014 0.8391 0.0 0.0 0.0 0.000
C 4.0923 3.7809 0.5608 0.0 0.0 0.0 0.000
C 2.7347 3.5740 0.3742 0.0 0.0 0.0 0.001
C 2.2136 2.2873 0.4759 0.1 0.0 0.0 0.007
C 2.8162 -1.2832 2.5071 -0.2 0.0 0.0 0.003
C 2.3899 -2.5689 2.8426 0.0 0.0 0.1 0.001
C 2.7515 -3.1405 4.0562 0.0 0.0 0.0 0.000
C 3.5238 -2.4205 4.9596 0.0 0.0 0.0 0.000
C 3.9144 -1.1243 4.6493 0.0 0.0 0.0 0.000
C 3.5575 -0.5542 3.4318 0.0 -0.1 0.0 0.001
H 5.6580 -3.4127 -2.9835 0.0 0.0 0.0 0.000
H 5.5134 -0.9405 -3.0725 0.0 0.0 0.0 0.000
H 4.1365 0.2782 -1.4571 0.0 0.0 0.0 0.000
H 3.0154 -3.4425 0.3702 0.0 0.0 0.0 0.000
H 4.4028 -4.6477 -1.2371 0.0 0.1 0.0 0.000
H 5.0674 0.5856 1.1272 0.0 0.0 0.0 0.000
H 5.9909 2.8608 0.9783 -0.1 0.0 0.0 0.000
H 4.5051 4.7797 0.4836 0.0 0.0 0.0 0.000
H 2.0816 4.4099 0.1477 0.0 0.0 0.0 0.000
H 1.1502 2.1282 0.3303 -0.1 0.0 0.0 0.008
H 1.7519 -3.1281 2.1669 0.0 0.0 0.0 0.000
H 2.4279 -4.1465 4.2953 0.0 0.0 0.0 0.000
H 3.8116 -2.8647 5.9050 0.0 0.0 0.0 0.000
H 4.5019 -0.5504 5.3564 0.0 0.0 0.0 0.000
H 3.8605 0.4606 3.2182 0.0 0.0 0.0 0.000

Entry 4:
46
Properties=species:S:1:pos:R:3:forces:R:3:nbo_charge:R:1 method="wB97M-V/def2-TZVPD" gap_ev="7.4 / 5.7" homo_energy_ev="-14.4198 / -14.9131" multiplicity=6 e_lumo_ev="-7.0074 / -9.2533" s_squared=8.80 total_charge=+2
Ir -0.0945 -0.2592 -0.8468 0.3 0.4 0.6 1.583
Br 3.4779 5.8739 0.7744 0.0 0.0 0.0 0.282
C 2.2566 4.4972 0.7950 -0.1 0.0 0.0 -0.023
C 0.8727 4.7817 0.8760 0.1 0.0 0.0 -0.201
C -0.0246 3.7642 0.8794 0.0 -0.1 0.0 -0.158
C 0.4037 2.3910 0.7345 0.0 0.1 0.0 0.444
O -0.4588 1.4878 0.6278 0.0 -0.1 0.0 -0.568
C 1.8365 2.1174 0.7212 0.0 -0.1 0.0 -0.122
C 2.3241 0.7584 0.9031 0.0 0.1 0.1 0.190
N 1.6311 -0.2891 0.6595 0.0 -0.4 0.0 -0.478
C 1.9430 -1.5887 1.1537 -0.1 0.4 -0.2 0.062
C 3.0457 -1.9350 1.8840 0.1 -0.1 0.1 -0.155
C 3.1857 -3.2455 2.3835 0.0 0.1 0.0 -0.182
C 2.2088 -4.1771 2.1785 0.0 0.0 0.0 -0.125
C 1.0491 -3.8408 1.4420 0.0 0.0 0.0 -0.111
C -0.0112 -4.7450 1.2126 0.0 0.0 0.0 -0.046
C -1.1046 -4.3457 0.4918 0.0 0.0 0.0 -0.258
C -1.1305 -3.0504 -0.0286 0.0 0.0 0.0 0.125
N -0.1527 -2.1744 0.1594 0.0 -0.1 0.0 -0.570
C 0.9324 -2.5431 0.9122 -0.1 -0.1 -0.1 0.239
C 2.7198 3.1671 0.7670 0.0 0.0 0.0 -0.171
H 0.5444 5.8106 0.9291 0.0 0.0 0.0 0.267
H -1.0905 3.9412 0.9264 0.0 0.0 0.0 0.264
H 3.3091 0.6677 1.3624 0.0 0.0 0.0 0.206
H 3.8234 -1.2149 2.1004 0.0 0.0 0.0 0.230
H 4.0695 -3.5011 2.9509 0.0 0.0 0.0 0.252
H 2.3051 -5.1766 2.5818 0.0 0.0 0.0 0.247
H 0.0486 -5.7488 1.6150 0.0 0.0 0.0 0.252
H -1.9377 -5.0084 0.3090 0.0 0.0 0.0 0.264
H -1.9748 -2.7171 -0.6195 0.0 0.0 0.0 0.220
H 3.7877 2.9862 0.7943 0.0 0.0 0.0 0.249
Br 2.6312 -2.5715 -2.1451 0.0 0.0 0.0 0.138
C 2.7278 -0.7697 -2.6712 0.0 0.0 0.0 0.146
C 3.7979 -0.3266 -3.4381 0.0 0.0 0.0 -0.243
C 3.8104 0.9956 -3.8459 0.0 0.0 0.0 -0.102
C 2.7541 1.8338 -3.4981 0.0 0.0 0.0 -0.189
C 1.7313 1.3016 -2.7494 0.0 0.0 0.0 0.082
N 1.7291 0.0274 -2.3238 -0.1 0.0 0.0 -0.511
C 0.5048 2.0941 -2.3676 0.0 -0.1 -0.1 0.740
O 0.4758 3.2888 -2.3664 0.0 0.1 0.0 -0.510
O -0.5119 1.2958 -2.0386 -0.1 -0.1 0.0 -0.693
H 4.5850 -1.0139 -3.7121 0.0 0.0 0.0 0.267
H 4.6285 1.3661 -4.4491 0.0 0.0 0.0 0.259
H 2.7024 2.8671 -3.8117 0.0 0.0 0.0 0.272
O -1.1860 -1.6247 -3.8676 0.0 0.0 0.0 -0.362
C -0.8993 -1.3907 -2.8138 -0.1 -0.3 -0.3 0.500

Entry 5:
18
Properties=species:S:1:pos:R:3:forces:R:3:nbo_charge:R:1 method="wB97M-V/def2-TZVPD" gap_ev=7.4 homo_energy_ev=-4.3243 multiplicity=1 e_lumo_ev=3.0977 total_charge=-1
C 1.2577 0.3186 -1.2495 0.7 -1.4 3.4 -0.090
C 0.2148 -0.3313 0.8834 0.2 0.9 0.2 -0.017
C 1.0014 -0.8849 -0.3048 -1.1 -0.6 -1.1 0.020
C 0.3350 1.1738 0.6452 -3.2 0.4 1.0 0.335
N -1.8057 1.4575 -0.0234 2.7 2.8 4.2 -1.135
O -3.4987 -0.5746 0.1928 0.5 0.2 0.6 -1.174
O -1.7347 -0.4064 -1.5888 1.8 -1.3 -1.8 -1.195
O 1.1133 1.4685 -0.3712 1.4 1.1 0.9 -0.482
O -1.0723 -0.7740 1.0213 -1.1 -0.3 -1.2 -0.784
O 2.2606 -1.4622 0.0247 0.1 -1.0 1.3 -0.736
P -2.1277 -0.1295 -0.2101 -2.6 -0.8 1.5 2.414
H 2.2256 0.1837 -1.6952 0.6 0.7 -0.1 0.192
H 0.4924 0.4813 -1.8865 -2.4 -0.2 -2.6 0.236
H 0.6151 -0.5182 1.8768 1.0 -0.3 0.0 0.180
H 0.2500 -1.5574 -0.8092 1.1 0.1 0.3 0.228
H 0.3122 1.7746 1.6555 0.3 -0.4 -2.6 0.200
H -2.0351 1.8171 0.9962 0.2 -1.1 -2.6 0.337
H 2.1961 -2.0368 0.8427 -0.2 1.1 -1.5 0.471

Calculated total energy: -7295.68375; -24635.27554; -163537.62905; -179627.80876; -25278.78986 (eV)
ΔE to the lowest compared entry with this formula, charge and spin: 121.4; 0.0; 3.8; 0.0; 56.5 (kcal/mol)